Run one
An isolated molecule of C3H9NOS, computed with the ωB97M-V functional and the def2-TZVPD basis.

Its HOMO energy is -8.8 eV. Its SMILES is OCNCCS. As for the orbital gap: 9.687 eV.

Cartesian coordinates (Å):
1 S 0.5851 1.9327 1.7611
2 O -0.7378 -1.2283 -2.7157
3 N -0.5726 -1.3627 -0.3809
4 C 0.1591 -1.4144 -1.6082
5 C 0.5935 0.3048 1.0561
6 C -0.6826 -0.0326 0.2517
7 H -0.8634 0.6906 -0.5397
8 H 0.9056 -0.6300 -1.5377
9 H 1.4645 0.1013 0.4373
10 H -1.4210 -1.8570 -2.4717
11 H -1.4919 -0.0688 0.9767
12 H 0.6179 -0.3337 1.9425
13 H -0.6943 -2.0201 0.3650
14 H 1.2722 2.6147 0.7986
15 H 0.6000 -2.3941 -1.7803

Run two
A cluster of 2 separate species, C3H9NOS in total, computed with the ωB97M-V functional and the def2-TZVPD basis.

Its HOMO energy is -8.4 eV. Its SMILES is NC=O.CSC. As for the orbital gap: 9.367 eV.

Cartesian coordinates (Å):
1 S 0.4856 -4.3218 1.9978
2 O -0.6099 6.1616 -2.1424
3 N 0.1936 4.5598 -3.4552
4 C -0.4837 -3.9451 3.4767
5 C 0.0234 5.9015 -3.1255
6 C -0.0283 -3.0491 0.8535
7 H 0.5918 6.5798 -3.7686
8 H -0.9219 -3.0536 3.6438
9 H 0.7342 4.1735 -4.2171
10 H -1.0128 -2.8148 0.5224
11 H -0.0113 -4.1436 4.4232
12 H -1.3068 -4.8669 3.3764
13 H 0.3127 -2.0181 1.2260
14 H -0.1577 3.8668 -2.9210
15 H 0.4575 -3.2304 -0.1519

Q: Which of them is the least stable? A: run two.

Run one
An isolated molecule of C6H3NS4, computed with the ωB97M-V functional and the def2-TZVPD basis.

Its HOMO energy is -8.2 eV. Its SMILES is S=c1ssnc1-c1cccs1. As for the orbital gap: 7.228 eV.

Cartesian coordinates (Å):
1 S -3.5853 -1.0336 0.0172
2 S -1.4647 2.8174 -0.0901
3 S -3.7536 0.9957 0.0758
4 S 1.2269 1.4076 0.1341
5 N -1.9680 -1.0369 0.0049
6 C 2.4289 -0.9226 -0.0368
7 C 0.1327 0.0262 0.0003
8 C 2.6214 0.4628 -0.0005
9 C -2.0677 1.3581 -0.0410
10 C -1.2743 0.0805 0.0508
11 C 0.8903 -1.1202 -0.0932
12 H 3.0281 -1.6114 -0.0342
13 H 3.4802 0.8177 0.1182
14 H 0.3052 -2.2414 -0.1056

Run two
An isolated molecule of C6H3NS4, computed with the ωB97M-V functional and the def2-TZVPD basis.

Its HOMO energy is -8.1 eV. Its SMILES is S=c1ssnc1-c1cccs1. As for the orbital gap: 7.006 eV.

Cartesian coordinates (Å):
1 S -1.1909 -1.7381 -1.7299
2 S 1.2325 -2.5425 -0.3059
3 S 2.3752 -1.2562 0.7838
4 S -0.1879 2.4397 1.1133
5 N 1.3461 -0.0531 0.7169
6 C -0.0118 -1.3393 -0.7325
7 C -1.9208 1.3641 -0.3843
8 C -0.6660 1.0697 0.1751
9 C -2.3899 2.6321 -0.1494
10 C -1.5065 3.3600 0.6547
11 C 0.1814 -0.1306 0.0809
12 H -1.5011 4.4313 1.0431
13 H -3.2699 3.0293 -0.5435
14 H -2.4333 0.7284 -1.1652

Q: Which of them is the least stable? A: run one.

Run one
An isolated molecule of C4H5NOS, computed with the ωB97M-V functional and the def2-TZVPD basis.

Its HOMO energy is -8.9 eV. Its SMILES is O=C/C=C\C=N\S. As for the orbital gap: 8.661 eV.

Cartesian coordinates (Å):
1 S 3.0450 -0.5203 0.0937
2 O -0.8699 -1.8126 0.6144
3 N 1.4492 -0.0889 -0.3254
4 C -1.5525 0.3496 -0.1579
5 C 0.8566 0.7254 0.4544
6 C -0.5245 1.1567 0.1662
7 C -1.5295 -1.1379 -0.1435
8 H -2.2489 -1.6178 -0.8685
9 H -2.4852 0.8253 -0.4183
10 H -0.7102 2.2343 0.2172
11 H 1.3294 1.1640 1.3287
12 H 3.2405 -1.2778 -0.9611

Run two
An isolated molecule of C4H5NOS, computed with the ωB97M-V functional and the def2-TZVPD basis.

Its HOMO energy is -8.1 eV. As for the orbital gap: 7.910 eV.

Cartesian coordinates (Å):
1 S -0.8643 -0.6113 0.6652
2 O 0.1230 0.1823 -2.8395
3 N -0.9007 1.0653 0.3891
4 C -0.2350 0.1814 -1.6704
5 C -0.5827 1.4187 -0.7909
6 C -0.3439 -1.0382 -0.9233
7 C 0.6600 -0.4051 1.7454
8 H -0.4409 2.3884 -1.1500
9 H 0.9217 0.6175 1.7446
10 H 1.4587 -1.0123 1.1822
11 H 0.2724 -0.7555 2.6899
12 H -0.0682 -2.0310 -1.0423

Q: Which of them is the least stable? A: run two.

Run one
A cluster of 2 separate species, C4H5NOS in total, computed with the ωB97M-V functional and the def2-TZVPD basis.

Its HOMO energy is -8.7 eV. As for the orbital gap: 7.679 eV.

Cartesian coordinates (Å):
1 S -3.0382 0.0855 0.2448
2 O -0.6989 -2.0697 -0.8418
3 N -1.7848 2.3091 -0.8463
4 C -0.6041 -1.0561 -0.3138
5 C -2.2732 1.4120 -0.3914
6 C 1.7283 -0.2366 -0.0207
7 C 0.2577 -0.0997 0.4215
8 H -0.0702 0.9402 0.2671
9 H 1.9542 -0.1049 -0.9968
10 H 0.1031 -0.3945 1.5226
11 H 2.3360 0.4005 0.5297
12 H 2.0902 -1.1858 0.4250

Run two
An isolated molecule of C4H5NOS, computed with the ωB97M-V functional and the def2-TZVPD basis.

Its HOMO energy is -8.7 eV. Its SMILES is C=C1NC(=S)CO1. As for the orbital gap: 8.938 eV.

Cartesian coordinates (Å):
1 S -2.3893 -0.3511 -0.0260
2 O 1.2505 1.1550 0.0089
3 N 0.3135 -0.8630 0.0909
4 C -0.7657 -0.0473 -0.0020
5 C 2.7643 -0.7493 -0.0444
6 C -0.1676 1.3563 0.0072
7 C 1.5422 -0.1746 0.0186
8 H 2.8874 -1.8257 0.0445
9 H -0.4250 2.0163 0.9003
10 H -0.4788 1.9542 -0.8666
11 H 3.6318 -0.1363 -0.2421
12 H 0.1754 -1.9005 -0.0045

Q: Which of them is the least stable? A: run one.

Run one
An isolated molecule of C4H5NOS, computed with the ωB97M-V functional and the def2-TZVPD basis.

Its HOMO energy is -8.8 eV. Its SMILES is C=C1NC(=S)CO1. As for the orbital gap: 8.944 eV.

Cartesian coordinates (Å):
1 S -3.1603 -0.3947 0.0302
2 O 0.5526 1.0956 -0.2036
3 N -0.5187 -0.7974 -0.4144
4 C -0.8351 1.3384 -0.0064
5 C -1.5112 -0.0049 -0.0569
6 C 0.8526 -0.2255 -0.2328
7 C 2.0716 -0.8309 0.1277
8 H -0.9513 1.9336 1.0007
9 H 2.2918 -1.9178 0.2137
10 H -0.6166 -1.6961 -0.3510
11 H -1.1236 1.8623 -0.9025
12 H 2.9482 -0.3623 0.7953

Run two
An isolated molecule of C4H5NOS, computed with the ωB97M-V functional and the def2-TZVPD basis.

Its HOMO energy is -9.1 eV. Its SMILES is C#C/C(CO)=N\S. As for the orbital gap: 8.891 eV.

Cartesian coordinates (Å):
1 S -1.8973 -0.9189 0.0186
2 O 2.0990 -1.3586 -0.1387
3 N -0.2099 -0.8817 -0.1523
4 C -0.0629 1.5937 0.1421
5 C -0.2847 2.8166 -0.1047
6 C 1.8829 0.0435 0.1023
7 C 0.4451 0.1980 0.1752
8 H -0.4356 3.9397 -0.5092
9 H 1.2287 -1.7300 -0.0549
10 H -2.3082 0.4222 0.0933
11 H 2.2759 0.3517 1.0414
12 H 2.3908 0.8493 -0.5806

Q: Which of them is the least stable? A: run two.

Run one
An isolated molecule of C4H5NOS, computed with the ωB97M-V functional and the def2-TZVPD basis.

Its HOMO energy is -8.7 eV. Its SMILES is S=C1N[C@H]2C[C@H]2O1. As for the orbital gap: 9.368 eV.

Cartesian coordinates (Å):
1 S 1.2203 2.9579 -0.5179
2 O 0.1939 1.0781 0.9501
3 N -0.1451 0.5599 -1.0874
4 C 0.3814 1.5913 -0.2637
5 C 0.4967 -1.2212 0.3587
6 C -0.5923 -0.5798 -0.3093
7 C -0.3369 -0.1906 1.1206
8 H -0.2723 0.5761 -2.1737
9 H -1.5214 -1.2715 -0.6120
10 H 1.4200 -0.8665 -0.1063
11 H 0.3794 -2.2698 0.7793
12 H -1.2238 -0.3640 1.8617

Run two
An isolated molecule of C4H5NOS, computed with the ωB97M-V functional and the def2-TZVPD basis.

Its HOMO energy is -9.1 eV. Its SMILES is Cc1conc1S. As for the orbital gap: 9.912 eV.

Cartesian coordinates (Å):
1 S 2.0117 0.0849 0.0180
2 O -1.4217 -1.4541 0.0133
3 N 0.0019 -1.5168 -0.0469
4 C -0.7819 0.6885 -0.0630
5 C -0.7150 2.1913 0.0165
6 C 0.3228 -0.2564 -0.0862
7 C -1.8254 -0.1907 0.0530
8 H -0.3813 2.6193 0.9808
9 H 2.3284 -1.2063 0.3007
10 H -1.7282 2.5654 -0.1489
11 H -0.0966 2.4071 -0.9157
12 H -2.9522 -0.0892 0.1952

Q: Which of them is the least stable? A: run one.

Run one
An isolated molecule of C4H5NOS, computed with the ωB97M-V functional and the def2-TZVPD basis.

Its HOMO energy is -9.7 eV. Its SMILES is C#CCSC(N)=O. As for the orbital gap: 10.079 eV.

Cartesian coordinates (Å):
1 S -0.0949 -0.9664 -0.2970
2 O -1.3496 1.3831 -0.2867
3 N -2.8375 -0.3397 0.4839
4 C 3.5107 -0.1597 0.1934
5 C 2.4159 0.3157 0.2648
6 C -1.5229 0.2383 -0.1303
7 C 1.0046 0.5994 0.0295
8 H 1.0321 1.1706 1.0693
9 H -3.8660 -0.0010 0.6653
10 H 0.8679 1.2401 -0.8607
11 H 4.5284 -0.3727 0.1104
12 H -2.8335 -1.2239 0.5296

Run two
An isolated molecule of C4H5NOS, computed with the ωB97M-V functional and the def2-TZVPD basis.

Its HOMO energy is -7.9 eV. Its SMILES is Oc1ccc(S)[nH]1. As for the orbital gap: 8.441 eV.

Cartesian coordinates (Å):
1 S -2.0710 -1.1991 -0.4216
2 O 2.1712 1.7036 -0.5042
3 N 0.2734 0.3083 -0.8007
4 C 1.2319 0.9266 -0.0151
5 C 0.1503 -0.5421 1.1462
6 C 1.2012 0.3168 1.2006
7 C -0.4809 -0.5572 -0.0244
8 H 1.7608 0.6688 2.1005
9 H -0.1261 0.8027 -1.6948
10 H -2.8498 -0.1066 -0.1292
11 H 2.7450 2.1148 0.2454
12 H -0.2925 -0.9461 2.0188

Q: Which of them is the least stable? A: run one.

Run one
A cluster of 2 separate species, C5H14N in total, computed with the ωB97M-V functional and the def2-TZVPD basis.

Its HOMO energy is -15.4 eV. As for the total charge: +1. As for the orbital gap: 7.313 eV.

Cartesian coordinates (Å):
1 N 1.0804 -1.3790 0.3134
2 C -0.2227 0.6898 -1.0376
3 C 1.7160 -0.2396 0.3832
4 C 1.1944 0.8896 -0.5334
5 C -1.3470 0.7714 0.0387
6 C -2.3018 -0.3975 -0.0940
7 H 1.7609 -2.1598 0.2304
8 H -0.3407 1.3942 -1.8615
9 H 0.3251 -1.4748 3.2977
10 H 1.2844 1.8520 -0.0232
11 H -2.8687 -0.3355 -1.0146
12 H 0.8586 -1.0011 3.0358
13 H 1.0964 -0.2186 1.3933
14 H -0.2947 -0.3143 -1.4797
15 H -1.8887 1.6954 -0.0997
16 H 1.8998 0.9495 -1.3661
17 H 2.7768 -0.3157 0.4860
18 H -1.7419 -1.3404 -0.0619
19 H -2.9818 -0.4920 0.7455
20 H -0.7957 0.7821 0.9888

Run two
A cluster of 2 separate species, C5H14N in total, computed with the ωB97M-V functional and the def2-TZVPD basis.

Its HOMO energy is -15.3 eV. As for the total charge: +1. As for the orbital gap: 9.563 eV.

Cartesian coordinates (Å):
1 N -0.2576 -1.6991 -0.9827
2 C -1.4188 -2.2376 -1.0841
3 C 2.1167 0.4240 1.1587
4 C -0.2885 0.7474 0.6347
5 C -1.4798 1.2908 -0.2335
6 C 1.0984 0.8047 0.0355
7 H -2.4707 1.1347 0.1710
8 H -1.3765 2.3463 -0.4828
9 H 1.2571 1.7997 -0.3683
10 H 3.2170 0.5817 0.9189
11 H -0.4448 -0.2794 1.0099
12 H -0.1459 -0.6798 -1.0288
13 H 0.5056 -2.1433 -0.4295
14 H 2.0317 -0.6192 1.4965
15 H -2.2966 -1.5759 -1.3018
16 H -1.5218 -3.3151 -0.9782
17 H -0.2260 1.3750 1.5588
18 H -1.4746 0.8372 -1.2460
19 H 1.2638 0.1278 -0.8381
20 H 1.9113 1.0801 1.9898

Run three
A cluster of 2 separate species, C5H14N in total, computed with the ωB97M-V functional and the def2-TZVPD basis.

Its HOMO energy is -15.5 eV. As for the total charge: +1. As for the orbital gap: 5.249 eV.

Cartesian coordinates (Å):
1 N -1.4774 -0.6514 0.5879
2 C 1.3452 1.6622 1.0027
3 C 0.3614 1.7167 -0.1609
4 C -0.1821 -0.8383 -0.0874
5 C -0.3288 -2.0922 -0.9735
6 C 0.2314 0.3614 -0.9162
7 H 1.1888 0.0957 -1.4140
8 H 1.4195 2.6757 1.4851
9 H -1.4315 -1.2800 1.5236
10 H -0.6685 1.9971 0.1920
11 H -0.5074 -2.9783 -0.3434
12 H 0.6595 2.5196 -0.8719
13 H 0.7172 -1.0438 0.6418
14 H -0.4735 -1.2142 2.7278
15 H 0.9935 0.9584 1.7969
16 H -0.5155 0.5369 -1.7429
17 H -1.3497 0.1261 1.2554
18 H 0.5689 -2.2110 -1.6260
19 H 2.3936 1.4343 0.7256
20 H -1.2155 -1.9156 -1.6535

Q: Which of them is the least stable? A: run three.

Run one
A cluster of 2 separate species, C5H14N in total, computed with the ωB97M-V functional and the def2-TZVPD basis.

Its HOMO energy is -13.5 eV. As for the total charge: +1. As for the orbital gap: 9.951 eV.

Cartesian coordinates (Å):
1 N -1.7605 0.5268 0.3822
2 C 1.5141 1.3481 -0.2887
3 C 0.7538 -1.0520 -0.1332
4 C 1.4432 -0.0122 0.3588
5 C 0.7288 -2.4048 0.5513
6 C -1.9906 1.3049 -0.8852
7 H -1.3674 0.8535 -1.6461
8 H -0.2971 -2.7831 0.5785
9 H 1.3380 -3.1060 -0.0138
10 H 1.9037 -0.1294 1.3344
11 H -3.0433 1.2712 -1.1407
12 H 2.5522 1.5819 -0.5343
13 H 0.9375 1.4444 -1.2062
14 H -2.2322 -0.3745 0.3439
15 H -0.7243 0.3829 0.5639
16 H -1.6989 2.3322 -0.6898
17 H -2.1100 1.0367 1.1920
18 H 1.0909 2.0841 0.4054
19 H 1.0563 -2.3291 1.5839
20 H 0.3131 -1.0386 -1.1322

Run two
A cluster of 2 separate species, C5H14N in total, computed with the ωB97M-V functional and the def2-TZVPD basis.

Its HOMO energy is -15.9 eV. As for the total charge: +1. As for the orbital gap: 6.782 eV.

Cartesian coordinates (Å):
1 N 0.6921 -0.9308 -0.9904
2 C 0.2695 1.5975 0.0031
3 C -0.1808 -0.8646 0.0721
4 C -0.8374 0.5780 -0.2632
5 C 0.4143 -0.8184 1.5629
6 C -2.1204 0.8320 0.5447
7 H -2.8245 1.5330 0.0711
8 H 2.7662 -1.5532 -3.1588
9 H 1.3804 -0.3685 1.3376
10 H 0.1899 2.5701 -0.4790
11 H 1.4623 -1.6187 -0.8532
12 H -1.1127 0.4748 -1.3041
13 H -1.9184 1.3341 1.4977
14 H 0.5922 1.8352 1.0081
15 H 3.3573 -1.9424 -3.3829
16 H 1.1173 1.0973 -0.5296
17 H -0.9451 -1.6623 -0.0933
18 H 0.5468 -1.8103 1.9884
19 H -0.1825 -0.1895 2.2123
20 H -2.6668 -0.0932 0.7564

Run three
A cluster of 2 separate species, C5H14N in total, computed with the ωB97M-V functional and the def2-TZVPD basis.

Its HOMO energy is -14.8 eV. As for the total charge: +1. As for the orbital gap: 6.856 eV.

Cartesian coordinates (Å):
1 N 1.5740 -0.4511 -0.7939
2 C -1.4152 0.4940 0.3799
3 C -0.1675 1.2919 0.4765
4 C -1.8715 0.3451 -1.0956
5 C 2.8377 -0.6437 -0.0329
6 C -1.2598 -0.9136 1.0021
7 H 3.4178 -1.4700 -0.4091
8 H 1.7706 -0.2324 -1.7936
9 H 0.1425 1.4193 1.5183
10 H 2.5977 -0.9249 1.0224
11 H -2.1983 -1.4778 0.9688
12 H -2.8181 -0.2239 -1.2017
13 H -2.2564 0.9689 0.9310
14 H 0.8614 0.4127 -0.2398
15 H -0.1574 2.2701 -0.0354
16 H -1.0814 -0.2173 -1.6393
17 H -2.0393 1.3124 -1.5696
18 H -0.4600 -1.4456 0.4939
19 H 3.4574 0.3177 0.0032
20 H -0.9343 -0.8318 2.0147

Run four
A cluster of 2 separate species, C5H14N in total, computed with the ωB97M-V functional and the def2-TZVPD basis.

Its HOMO energy is -14.4 eV. As for the total charge: +1. As for the orbital gap: 11.433 eV.

Cartesian coordinates (Å):
1 N 0.3906 -0.2531 -0.7487
2 C 2.2061 -0.3989 0.9157
3 C 1.1911 -1.2091 0.1264
4 C -1.5860 1.2753 1.3959
5 C -0.5253 -0.8578 -1.7606
6 C -2.2234 1.7681 0.3350
7 H 1.0798 0.3335 -1.2131
8 H -3.0778 1.2652 -0.0997
9 H -1.1097 -0.0529 -2.1883
10 H 0.4596 -1.6738 0.7830
11 H -1.9478 0.3471 1.8224
12 H 2.6965 0.3169 0.2502
13 H 0.0592 -1.4088 -2.4871
14 H 1.6197 -1.9272 -0.5669
15 H -1.1543 -1.5701 -1.2324
16 H 1.7471 0.1373 1.7449
17 H -0.1510 0.3910 -0.1456
18 H -1.9446 2.7209 -0.0997
19 H -0.7328 1.7915 1.8167
20 H 3.0031 -0.9952 1.3517

Q: Which of them is the least stable? A: run two.

Run one
A cluster of 2 separate species, CH3ClN2 in total, computed with the ωB97M-V functional and the def2-TZVPD basis.

Its HOMO energy (alpha / beta) is -8.0 / -8.3 eV. As for the orbital gap (alpha / beta): 8.315 / 8.636 eV.

Cartesian coordinates (Å):
1 Cl 1.3225 1.0141 -0.0763
2 N -1.6399 -0.3353 -0.0550
3 N -1.5324 0.8018 0.0085
4 C 1.4668 -0.6094 -0.0098
5 H 1.8084 -1.0393 -0.9508
6 H -2.4249 1.3453 0.4168
7 H 0.9996 -1.1772 0.6667

Run two
An isolated molecule of CH3ClN2, computed with the ωB97M-V functional and the def2-TZVPD basis.

Its HOMO energy is -9.2 eV. Its SMILES is N/C=N/Cl. As for the orbital gap: 10.015 eV.

Cartesian coordinates (Å):
1 Cl -2.7635 -0.1954 0.1309
2 N 1.2000 0.2785 0.0165
3 N -1.1708 0.4737 0.2688
4 C -0.0780 -0.2063 0.0844
5 H 1.9218 -0.2890 -0.2624
6 H 1.0635 1.2465 -0.1077
7 H -0.1730 -1.3080 -0.1306

Run three
An isolated molecule of CH3ClN2, computed with the ωB97M-V functional and the def2-TZVPD basis.

Its HOMO energy (alpha / beta) is -10.1 / -10.2 eV. Its SMILES is C/N=N/Cl. As for the orbital gap (alpha / beta): 9.267 / 9.273 eV.

Cartesian coordinates (Å):
1 Cl 4.1167 -0.0703 0.0034
2 N 1.6202 -0.4271 -0.0190
3 N 2.6492 0.6421 0.0574
4 C 0.2799 0.0885 -0.0822
5 H 0.1328 0.5481 0.8942
6 H -0.1688 0.7503 -0.7778
7 H -0.2955 -0.8066 -0.0851

Q: Which of them is the least stable? A: run one.